{"formula": "C2H6O3", "method": "the ωB97M-V functional and the def2-TZVPD basis", "elements": ["C", "C", "O", "O", "H", "H", "H", "H", "O", "H", "H"], "positions_angstrom": [[0.000, 0.000, 0.000], [-1.355, -0.089, 0.674], [-2.027, -1.114, 0.595], [-1.677, 0.970, 1.443], [0.075, 0.982, -0.497], [0.201, -0.788, -0.745], [0.771, -0.056, 0.787], [-0.976, 1.661, 1.290], [-5.616, -5.642, 0.476], [-5.030, -4.888, 0.711], [-5.370, -5.868, -0.450]], "lowdin_charge": [-0.012, -0.559, 0.073, 0.092, 0.084, 0.094, 0.095, 0.132, -0.092, 0.047, 0.045], "fmax_ev_per_a": 3.022, "e_homo_ha": -0.387, "lumo_energy_ev": 0.440, "spin_multiplicity": 1, "e_tot_ha": -305.52625, "orbital_gap_ev": 11.0}